Record 1
17
Properties=species:S:1:pos:R:3 method="wB97M-V/def2-TZVPD" multiplicity=4 total_energy_ev=-60971.299 charge=-1 homo_ev="-1.14 / -2.66" e_above_lowest_kj_mol=0.0
Ni 0.57388 -1.98569 -2.81805
Mg 0.43242 -0.32554 0.81435
O -0.60012 1.42880 0.27318
O -1.23628 -1.51225 0.31760
O 0.60774 -1.40392 -0.88342
O -1.03839 -2.68194 -1.61604
O 1.52528 0.88435 1.79646
C -0.56077 -1.99557 -0.67138
C 0.97123 2.15185 1.89801
C -1.46361 1.54970 -0.77501
C 0.23281 2.55017 0.62404
H 1.73475 2.93334 2.07975
H 0.92951 2.71903 -0.21124
H 0.25154 2.21015 2.74122
H -1.59283 0.74701 -1.49739
H -1.90960 2.53588 -0.91415
H -0.40300 3.43540 0.76759

***

Record 2
5
Properties=species:S:1:pos:R:3 method="wB97M-V/def2-TZVPD" total_energy_ev=-12340.980 charge=+1 homo_ev=-16.73 e_above_lowest_kj_mol=5.9
In -19.21903 12.22160 20.55948
O -18.07265 13.84062 18.36699
O -20.20998 13.60401 18.08220
O -19.09877 13.79228 16.39565
C -19.07355 13.89996 17.64464

***

Record 3
74
Properties=species:S:1:pos:R:3 method="wB97M-V/def2-TZVPD" multiplicity=5 total_energy_ev=-66161.201 charge=+3 homo_ev="-16.99 / -17.18" e_above_lowest_kj_mol=111.2
Pt -0.07718 0.17735 -0.37759
S -0.85415 3.53187 -0.41551
P -2.45866 -1.01929 -1.12244
O -0.11435 2.43237 -1.18159
O -1.67763 -1.76611 0.00476
O -3.95445 -1.38410 -1.28651
O 2.35569 -0.08049 6.06378
O -2.15623 0.43864 -0.77570
O 6.36839 0.12710 1.85418
O -1.71754 -1.46214 -2.44498
N 0.16941 0.40914 1.74605
N 1.93894 -0.12592 -0.14758
C -1.46320 -3.26732 0.30472
C -2.64499 -4.05007 -0.22218
C 6.15167 -0.07701 0.47587
C -0.19699 6.02783 -0.01240
C -2.49483 -1.46065 -3.71741
C 2.78266 -0.29513 -1.18957
C -0.83990 0.51942 2.62698
C -1.57796 -2.03006 -4.78777
C -2.96789 -0.05887 -4.06490
C -1.36581 -3.31897 1.80914
C -0.67894 5.93926 -1.47347
C 4.14232 -0.28733 -1.02257
C -0.61182 0.45278 3.98246
C 0.35123 4.65801 0.38650
C -0.16220 -3.64823 -0.36614
C 3.79132 0.07202 1.31918
C 4.67127 -0.09625 0.25195
C 1.42431 0.19880 2.17285
C -3.63708 -2.43061 -3.50560
C 1.71087 0.10609 3.51514
C 2.43666 0.04582 1.09676
C 0.97403 0.16078 5.91610
C -1.57537 4.70331 -1.58333
C 0.68425 0.24353 4.44582
H -2.12855 -2.16155 -5.71945
H -2.30562 -3.01649 2.27645
H -4.50325 -2.31299 -4.15651
H 7.31207 0.09024 2.04753
H -4.00411 -2.02064 -2.23729
H -2.67152 -4.06194 -1.31530
H 6.56260 -1.02250 0.11295
H -3.71192 0.31958 -3.35758
H 0.35729 -0.63028 6.34873
H 2.56724 -0.22250 6.99336
H -0.56145 -2.67042 2.16965
H -1.25527 6.81981 -1.74840
H -2.53836 -5.08035 0.11697
H 2.71185 -0.09752 3.86680
H 4.19209 0.21459 2.31300
H 2.33371 -0.46146 -2.15933
H -1.16580 -2.99120 -4.47667
H 0.65510 -3.00772 -0.02020
H -1.01733 6.32186 0.64346
H -1.44616 0.54601 4.67102
H 0.60093 6.75947 0.10557
H -3.42072 -0.06347 -5.05595
H 0.65898 1.10199 6.37475
H -0.23738 -3.57465 -1.45316
H -1.14292 -4.34123 2.11638
H -1.60017 4.18609 -2.54368
H -1.83378 0.65208 2.21728
H 6.57933 0.71505 -0.14394
H -2.59955 4.87454 -1.24197
H -3.37060 -3.47298 -3.33118
H -3.59353 -3.66776 0.15813
H 0.40142 4.44235 1.45195
H -2.11795 0.62450 -4.07766
H 0.16627 5.85937 -2.15731
H 0.08794 -4.67775 -0.10868
H 1.29138 4.40218 -0.10662
H 4.78451 -0.43680 -1.88343
H -0.76259 -1.32313 -4.96470

***

Record 4
17
Properties=species:S:1:pos:R:3 method="wB97M-V/def2-TZVPD" total_energy_ev=-10806.925 charge=0 homo_ev="-7.25 / -7.70" e_above_lowest_kj_mol=534.3
O -0.41516 -2.07167 0.29460
N -1.35125 -0.07975 0.96118
N -2.09090 0.90923 0.49005
N -0.87261 -0.43946 -1.38122
C -0.72868 -0.76788 -0.05852
C 1.88335 -0.57402 0.06768
C 0.66597 0.29440 -0.05232
C 0.70284 1.61910 -0.17460
H -0.59953 -2.16377 1.23925
H 1.63426 2.14282 -0.00887
H -0.45419 -1.17161 -1.94827
H 2.77478 0.05070 0.00953
H 1.89011 -1.13257 1.00418
H -2.55777 1.48112 1.17477
H 1.93139 -1.30254 -0.74229
H -0.17625 2.21810 -0.35520
H -2.23638 0.98780 -0.51995

***

Record 5
36
Properties=species:S:1:pos:R:3 method="wB97M-V/def2-TZVPD" total_energy_ev=-24126.880 smiles="C[C@@H](NC(=O)c1ccccc1-c1ccccc1)B(O)O" charge=0 homo_ev=-8.59 e_above_lowest_kj_mol=0.0
O 3.63169 0.22433 -0.71187
O 2.88103 -1.20367 1.09486
O 0.30947 -0.37798 1.93584
N 0.93022 1.50446 0.84990
C -3.93158 1.39615 -0.29421
C 0.06896 -3.49166 -1.71469
C -1.97686 -2.26698 -1.40570
C 2.35158 1.33439 1.20653
C -3.46483 2.05985 0.81739
C -1.30339 -3.40293 -1.87265
C -1.25833 -1.16372 -0.91532
C -1.95174 0.03862 -0.33251
C -2.24385 1.76920 1.33823
C -1.43575 0.77940 0.77234
C 0.15269 -1.25563 -0.93196
C 3.22716 2.52530 0.87667
C -3.19979 0.38008 -0.83533
C 0.79038 -2.40495 -1.28054
C -0.02425 0.60411 1.27470
B 2.94660 0.02124 0.45305
H 0.60056 -4.36158 -2.10331
H 2.20035 -1.24874 1.80700
H -1.86087 -4.28563 -2.20142
H -1.84925 2.30010 2.17190
H -3.02904 -2.22268 -1.42767
H 2.95686 3.41335 1.45628
H 1.86866 -2.43627 -1.22614
H 4.02667 -0.61559 -0.96561
H -3.64891 -0.16576 -1.62743
H 0.63254 2.40747 0.47521
H 4.27291 2.32333 1.11347
H -4.04425 2.85336 1.25207
H -4.93430 1.59625 -0.67388
H 2.41528 1.03502 2.26521
H 0.72458 -0.48124 -0.44721
H 3.16877 2.81897 -0.19321

***

Record 6
15
Properties=species:S:1:pos:R:3 method="wB97M-V/def2-TZVPD" multiplicity=3 total_energy_ev=-7261.104 charge=+1 homo_ev="-10.02 / -15.26" e_above_lowest_kj_mol=227.3
N -1.22715 -1.17193 -0.65316
N 0.66476 0.24420 0.13082
C -0.81813 -0.32786 0.36366
C -1.14721 1.22450 0.21850
C 0.34438 1.44741 -0.06803
C 1.86580 -0.50183 0.16351
H -1.41892 1.59803 1.18712
H 2.26940 -0.58758 1.17124
H 1.04241 2.24732 -0.53398
H -1.93282 1.53672 -0.56946
H -1.06087 -2.16727 -0.42507
H -1.62913 -0.82156 -1.49195
H 2.47913 -0.04124 -0.63367
H 1.58360 -1.61770 -0.19818
H -0.91397 -0.72978 1.32641

***

Record 7
54
Properties=species:S:1:pos:R:3 method="wB97M-V/def2-TZVPD" multiplicity=2 total_energy_ev=-57640.547 charge=+1 homo_ev="-10.63 / -10.60" e_above_lowest_kj_mol=142.6
Ir 0.20608 -0.81823 0.05052
S 0.11969 -2.40860 1.79328
S -0.60743 0.64240 -1.60204
O -1.65877 -0.56509 0.74152
N -1.03375 -3.48871 -0.40651
N -0.23525 -2.55252 -0.96637
N -0.75892 2.61403 0.92982
N -2.56974 -0.45016 -0.23700
N 1.79654 -1.04439 -1.26877
N -1.65697 -4.37419 1.59772
C -0.93625 -3.48151 0.90090
C 2.90633 -0.29373 -1.33211
C -3.25364 0.32438 -2.33990
C 1.43929 0.34401 1.28574
C 1.54092 1.75480 1.30859
C 0.38878 -2.76020 -2.06221
C 3.78127 -0.37513 -2.39375
C 3.34977 1.61866 2.93806
C 2.32714 -0.37458 2.09749
C -0.98416 2.55885 2.36665
C -1.51576 3.68398 0.30933
C -3.80742 -0.91695 0.03735
C -2.23665 0.13851 -1.39977
C 3.51366 -1.25825 -3.43101
C 2.47802 2.35171 2.14829
C 0.64285 2.69283 0.54303
C -4.53032 -0.11386 -2.07926
C -4.81392 -0.75588 -0.87090
C 1.52565 -1.90644 -2.27794
C 2.37711 -2.03449 -3.36815
C 3.27147 0.24048 2.90772
H -0.54864 1.65598 2.79032
H -2.58053 3.55093 0.50517
H 2.51635 3.43429 2.17461
H -5.30904 0.02567 -2.81693
H -0.56791 3.43038 2.89707
H 4.18798 -1.34045 -4.27252
H 4.07320 2.12160 3.56605
H -1.35895 3.66609 -0.77187
H 1.03960 3.71657 0.63798
H -2.05782 2.53402 2.55548
H 3.93426 -0.36756 3.50992
H 0.69642 2.46291 -0.52199
H -5.80100 -1.12942 -0.64406
H 0.20965 -3.64470 -2.66211
H -3.00267 0.80746 -3.27356
H 3.07206 0.37540 -0.49996
H 2.32836 -1.45722 2.09133
H 2.13572 -2.74624 -4.14616
H 4.66437 0.24757 -2.39731
H -1.21768 4.67873 0.67866
H -1.48266 -4.49347 2.57992
H -2.09695 -5.12924 1.09679
H -3.89974 -1.39102 1.00287

***

Record 8
53
Properties=species:S:1:pos:R:3 method="wB97M-V/def2-TZVPD" multiplicity=3 total_energy_ev=-72819.655 charge=0 homo_ev="-7.24 / -7.76" e_above_lowest_kj_mol=188.0
V 1.43020 -1.66367 -1.64604
S 3.68056 -1.78968 -2.24698
O 0.41238 -2.88837 -2.26421
O 1.14451 0.05342 -2.54257
O 1.95325 -0.04241 -0.52042
N 5.44122 -2.73274 -0.50363
N 1.98878 -2.78470 -0.21545
N 0.41769 2.31526 0.75892
N 3.27557 -2.97538 0.15929
C -1.43104 -3.48865 0.81856
C -2.84559 1.17252 -0.54145
C 2.16029 2.80172 -2.49221
C 1.52178 0.64958 -1.48525
C 2.02423 4.88029 -1.32026
C -3.53392 0.66655 3.13951
C 1.55375 2.14351 -1.42670
C -0.58784 -3.04652 -1.41545
C 1.38879 4.24710 -0.26897
C -0.64398 1.29433 3.13639
C -2.95513 -3.33091 -1.02153
C -0.83698 1.70412 0.66759
C 2.39266 4.16361 -2.44695
C -1.90744 -3.10957 -1.88433
C -1.52942 1.59900 -0.53753
C 1.11109 2.87982 -0.31155
C -3.49122 0.89673 0.64897
C -2.71935 -3.51890 0.33700
C -1.45277 1.30290 1.86484
C 4.12865 -2.54716 -0.73300
C -0.33712 -3.23457 -0.01850
C 1.02864 -3.29710 0.47334
C -2.80106 0.95087 1.85467
H 1.25842 -3.84302 1.38598
H 0.36668 0.93804 2.93008
H 1.08129 4.81953 0.59850
H -3.96596 -3.36993 -1.40715
H -4.54329 0.64206 0.64991
H 2.47810 2.21542 -3.34471
H -3.20595 -0.27547 3.58714
H -3.36375 1.46151 3.86689
H 5.74162 -3.14536 0.36178
H 0.53707 2.81215 1.62570
H 6.11003 -2.36973 -1.15432
H -4.60525 0.59540 2.95803
H -0.56945 2.29104 3.58605
H -3.38354 1.10757 -1.47852
H 2.87893 4.66383 -3.27352
H -2.06296 -2.97799 -2.94736
H -1.07387 1.92516 -1.46108
H -3.54855 -3.68889 1.01117
H -1.24139 -3.65213 1.87342
H 2.21740 5.94368 -1.26445
H -1.08676 0.63614 3.88035